A cluster of 5 separate species, C40H86F3N4O2 in total in a non-equilibrium geometry. Source: the OMol25 dataset; level of theory: ωB97M-V with the def2-TZVPD basis set.

Results
* charge: +3
* E: -61055.419 eV
* orbital gap: 7.85 eV
* HOMO level: -13.92 eV

Each line ends with the Löwdin charge.
Atoms and positions in Å:
C  14.95  13.24  11.84  -0.370
O  15.34  14.29  10.93  -0.142
O  14.36  12.19  11.06  -0.278
C  16.09  12.87  12.93  -0.630
F  15.92  11.78  13.54  0.215
F  17.26  12.74  12.27  0.098
F  16.38  13.75  13.90  0.144
C  16.26  15.28  11.29  -0.289
C  16.05  16.47  10.35  -0.059
H  15.02  16.42  10.01  0.082
H  16.19  17.47  10.75  0.085
H  16.63  16.27  9.45  0.023
H  17.29  14.93  11.22  0.093
H  16.13  15.64  12.31  0.124
H  14.11  13.76  12.31  0.134
C  22.39  8.95  12.79  -0.077
C  21.03  8.38  12.24  -0.275
C  20.10  9.33  11.70  -0.220
C  19.27  8.68  10.58  -0.051
N  17.90  9.39  10.22  -0.227
C  17.24  8.87  8.96  -0.094
C  16.54  7.56  9.38  -0.125
C  16.17  7.77  10.87  -0.114
C  16.81  9.13  11.28  -0.076
C  18.15  10.90  10.09  0.016
H  23.07  9.41  12.07  0.072
H  22.97  8.21  13.35  0.080
H  22.11  9.72  13.50  0.067
H  20.71  7.75  13.08  0.124
H  21.39  7.60  11.57  0.116
H  20.61  10.14  11.18  0.118
H  19.54  9.75  12.53  0.134
H  18.96  7.66  10.79  0.132
H  19.74  8.65  9.60  0.139
H  16.52  9.68  8.82  0.100
H  17.98  8.82  8.17  0.141
H  15.66  7.31  8.78  0.106
H  17.21  6.72  9.21  0.120
H  15.13  7.82  11.21  0.089
H  16.73  6.98  11.37  0.115
H  15.98  9.83  11.22  0.108
H  17.21  9.07  12.29  0.140
H  18.72  11.27  10.94  0.082
H  17.24  11.46  9.88  0.087
H  18.88  11.06  9.29  0.101
C  23.01  13.82  12.55  -0.114
C  22.33  15.15  12.41  -0.247
C  21.70  15.40  10.97  -0.167
C  20.90  16.77  10.94  -0.060
N  20.37  17.09  9.47  -0.220
C  21.57  17.47  8.57  -0.098
C  21.03  18.40  7.46  -0.126
C  19.72  19.07  7.99  -0.109
C  19.61  18.42  9.41  -0.079
C  19.60  15.85  8.89  0.049
H  23.87  13.63  11.92  0.080
H  22.35  12.96  12.46  0.070
H  23.49  13.79  13.53  0.087
H  22.77  16.05  12.84  0.118
H  21.46  15.04  13.06  0.105
H  21.09  14.52  10.77  0.094
H  22.49  15.43  10.23  0.106
H  21.57  17.59  11.21  0.126
H  20.13  16.72  11.71  0.132
H  22.12  16.60  8.21  0.130
H  22.26  17.94  9.26  0.134
H  20.74  17.83  6.58  0.108
H  21.79  19.10  7.12  0.127
H  18.84  18.95  7.36  0.110
H  19.72  20.16  8.04  0.120
H  18.59  18.08  9.57  0.106
H  19.87  19.05  10.26  0.140
H  18.71  15.70  9.50  0.077
H  20.34  15.04  8.83  0.095
H  19.36  16.12  7.86  0.091
C  8.88  14.50  12.65  -0.085
C  10.09  13.98  11.84  -0.241
C  10.03  12.44  11.77  -0.195
C  10.80  11.87  10.55  -0.050
N  10.91  10.25  10.68  -0.189
C  11.52  9.76  12.01  -0.077
C  12.64  8.79  11.67  -0.166
C  12.38  8.38  10.26  -0.162
C  11.90  9.67  9.62  -0.098
C  9.43  9.66  10.41  0.079
H  8.81  15.59  12.55  0.077
H  9.01  14.33  13.72  0.077
H  7.96  13.97  12.40  0.076
H  11.06  14.40  12.10  0.109
H  9.97  14.27  10.80  0.096
H  8.99  12.12  11.86  0.106
H  10.50  12.15  12.71  0.109
H  11.83  12.19  10.40  0.094
H  10.28  12.12  9.62  0.121
H  10.66  9.33  12.53  0.135
H  11.99  10.60  12.53  0.125
H  12.61  7.93  12.34  0.135
H  13.56  9.35  11.80  0.100
H  11.67  7.57  10.17  0.126
H  13.31  7.92  9.90  0.101
H  11.36  9.62  8.67  0.120
H  12.66  10.43  9.47  0.111
H  9.15  10.14  9.47  0.100
H  8.84  9.98  11.26  0.094
H  9.55  8.58  10.34  0.100
C  13.27  8.65  5.98  -0.087
C  14.36  9.57  6.54  -0.251
C  14.16  11.07  6.30  -0.155
C  15.14  11.91  7.14  -0.138
N  15.08  13.39  7.01  -0.210
C  16.36  14.06  7.62  -0.080
C  17.45  13.73  6.60  -0.138
C  16.71  13.71  5.25  -0.128
C  15.31  13.94  5.60  -0.145
C  13.77  13.93  7.67  0.074
H  13.11  8.82  4.92  0.086
H  12.28  8.77  6.43  0.062
H  13.54  7.60  6.12  0.081
H  15.26  9.26  6.01  0.114
H  14.57  9.32  7.58  0.079
H  13.13  11.36  6.52  0.111
H  14.21  11.40  5.26  0.117
H  16.17  11.62  6.97  0.124
H  15.01  11.67  8.19  0.115
H  16.21  15.14  7.60  0.122
H  16.37  13.67  8.64  0.122
H  18.13  14.58  6.55  0.096
H  18.07  12.92  6.99  0.110
H  16.95  14.58  4.63  0.136
H  16.80  12.77  4.70  0.131
H  14.97  14.98  5.57  0.141
H  14.62  13.61  4.83  0.140
H  13.00  13.67  6.93  0.101
H  13.83  15.02  7.67  0.105
H  13.63  13.49  8.66  0.091



A structure of composition C3H14N4 in a non-equilibrium geometry. Source: the OMol25 dataset; level of theory: ωB97M-V with the def2-TZVPD basis set.

Results
* E: -9294.609 eV
* orbital gap: 8.26 eV
* HOMO level: -7.40 eV

Each line ends with the Löwdin charge.
Atoms and positions in Å:
C  2.15  0.18  -1.04  -0.092
N  -2.01  0.49  -0.56  -0.094
N  1.03  0.47  -0.15  -0.216
N  -1.19  1.37  -1.14  -0.149
H  -2.06  0.74  0.42  0.053
H  0.38  -0.39  -0.03  0.079
H  0.06  1.11  -0.72  0.080
H  -1.29  1.27  -2.15  0.034
H  2.84  -0.56  -0.60  0.081
H  1.76  -0.23  -1.97  0.082
H  2.71  1.09  -1.26  0.083
C  -1.83  -1.70  0.95  -0.204
C  1.44  1.00  1.15  -0.087
N  -1.15  -1.10  -0.17  -0.154
H  -1.40  -1.59  -1.02  0.065
H  -2.93  -1.61  0.89  0.067
H  -1.52  -1.21  1.88  0.060
H  -1.59  -2.76  1.05  0.067
H  0.55  1.17  1.76  0.081
H  1.96  1.95  1.02  0.083
H  2.10  0.31  1.69  0.081



A structure of composition C30H29FFeI2N6O6. Source: the OMol25 dataset; level of theory: ωB97M-V with the def2-TZVPD basis set.

Results
* spin multiplicity: 2
* ⟨S²⟩: 0.77
* charge: +1
* E: -106104.764 eV
* orbital gap (alpha / beta): 5.31 / 5.34 eV
* HOMO level (alpha / beta): -8.80 / -8.84 eV

Each line ends with the Löwdin spin population.
Atoms and positions in Å:
Fe  -0.09  -0.04  2.93  0.971
I  1.11  1.70  10.15  0.001
C  0.68  0.88  8.28  0.006
C  0.88  -0.47  8.05  -0.001
C  0.60  -1.00  6.80  0.005
I  0.93  -3.02  6.42  0.001
C  0.10  -0.21  5.75  -0.001
O  -0.20  -0.77  4.60  0.027
C  -0.07  1.17  6.01  0.005
C  -0.56  2.05  4.90  0.000
N  0.26  1.80  3.67  -0.011
C  1.70  2.07  3.89  0.000
C  2.54  0.98  3.30  0.000
C  3.92  1.07  3.22  -0.001
C  4.64  -0.03  2.77  0.002
C  3.95  -1.18  2.41  0.000
C  2.58  -1.19  2.50  0.002
N  1.89  -0.13  2.93  -0.007
C  0.22  1.70  7.26  -0.001
H  1.25  -1.12  8.83  0.000
H  -0.48  3.10  5.19  0.000
H  -1.59  1.83  4.62  0.000
H  -0.09  2.40  2.93  0.000
H  1.88  2.07  4.97  0.000
H  1.99  3.05  3.52  0.000
H  4.42  1.98  3.53  0.000
H  5.72  0.01  2.71  0.000
H  4.48  -2.06  2.08  0.000
H  1.97  -2.05  2.23  0.000
H  0.08  2.76  7.43  0.000
F  2.58  0.09  -3.23  0.000
C  1.27  0.04  -2.90  0.000
C  0.92  0.26  -1.60  0.000
C  -0.42  0.16  -1.21  0.000
C  -0.77  0.31  0.20  0.000
O  0.15  0.52  1.03  -0.006
C  -2.15  0.17  0.52  0.001
C  -3.03  -0.09  -0.48  0.002
N  -2.72  -0.24  -1.78  0.002
C  -3.74  -0.59  -2.74  0.000
C  -5.07  0.08  -2.64  0.000
C  -4.15  0.42  -3.77  0.000
C  -1.39  -0.14  -2.17  0.000
C  -1.00  -0.34  -3.50  0.000
C  0.32  -0.27  -3.89  0.000
N  0.65  -0.50  -5.25  0.000
C  0.22  -1.75  -5.85  0.000
C  -0.32  -1.42  -7.25  0.000
N  0.43  -0.22  -7.76  0.000
C  1.87  -0.26  -7.33  0.000
C  1.92  -0.05  -5.80  0.000
C  -2.74  0.38  1.90  0.003
O  -3.95  0.51  1.98  0.003
O  -1.91  0.48  2.88  0.013
H  1.67  0.46  -0.85  0.000
H  -4.08  -0.19  -0.21  0.000
H  -3.72  -1.63  -3.03  0.000
H  -5.21  0.82  -1.87  0.000
H  -5.94  -0.53  -2.85  0.000
H  -3.66  1.39  -3.73  0.000
H  -4.39  0.07  -4.77  0.000
H  -1.76  -0.53  -4.25  0.000
H  -0.56  -2.22  -5.26  0.000
H  1.05  -2.47  -5.91  0.000
H  -1.37  -1.14  -7.22  0.000
H  -0.18  -2.23  -7.96  0.000
H  0.00  0.62  -7.36  0.000
H  0.36  -0.15  -8.77  0.000
H  2.42  0.51  -7.86  0.000
H  2.25  -1.23  -7.63  0.000
H  2.05  1.00  -5.57  0.000
H  2.79  -0.59  -5.42  0.000
O  -2.07  -2.38  2.92  0.004
N  -1.12  -2.71  2.29  -0.005
O  -0.19  -1.77  2.10  -0.015



An isolated molecule of C2H3N3OS in a non-equilibrium geometry. Source: the OMol25 dataset; level of theory: ωB97M-V with the def2-TZVPD basis set.

Results
* SMILES: Nc1no[nH]c1=S
* E: -19471.839 eV
* orbital gap: 8.45 eV
* HOMO level: -9.12 eV

Each line ends with the Löwdin charge.
Atoms and positions in Å:
N  0.36  1.72  -0.17  0.079
C  -0.26  0.49  -0.04  -0.529
N  -1.50  0.27  -0.07  0.133
O  -1.67  -1.14  -0.25  -0.069
N  -0.33  -1.62  0.20  0.065
C  0.58  -0.66  -0.03  -0.766
S  2.28  -0.65  -0.13  0.616
H  1.27  1.79  0.41  0.101
H  -0.37  2.42  0.30  0.160
H  -0.35  -2.63  -0.22  0.209